Record 1
Density functional theory data (ωB97M-V with the def2-TZVPD basis set) for C6H10O in the gas phase.

Cartesian coordinates (Å):
C -2.221 -1.008 0.267
C -1.414 -0.041 -0.154
C -0.285 -0.339 -1.119
C 1.123 -0.458 -0.492
C 1.332 0.712 0.427
C 0.853 0.730 1.670
O 1.744 1.879 -0.157
H -3.136 -0.862 0.839
H -1.945 -2.028 0.018
H -1.597 0.997 0.125
H -0.514 -1.280 -1.641
H -0.282 0.444 -1.885
H 1.864 -0.492 -1.303
H 1.226 -1.408 0.043
H 0.434 -0.168 2.108
H 0.680 1.667 2.185
H 2.190 1.685 -0.991

Computed properties:
Total energy   -309.80095 Eh
LUMO   0.031 hartree
SMILES string   C=CCCC(=C)O
Energy relative to the best compared isomer or geometry (same formula, charge and spin)   1.127 eV
Charge   0



Record 2
Density functional theory data (ωB97M-V with the def2-TZVPD basis set) for C5H6N2O in the gas phase in a non-equilibrium geometry.

Cartesian coordinates (Å):
C 1.353 -1.798 0.972
C 0.807 -1.539 -0.244
C 0.643 0.208 1.215
C -1.512 1.590 -0.709
C -0.318 0.608 -0.976
N 1.298 -0.708 1.818
N 0.321 -0.172 -0.103
O -2.481 0.763 -0.369
H 1.759 -2.636 1.350
H 0.766 -2.216 -1.097
H 0.389 1.146 1.697
H -1.101 2.274 0.019
H -1.498 2.170 -1.622
H -0.426 0.309 -1.951

Computed properties:
Total energy   -378.72457 Eh
LUMO (alpha / beta)   -0.050 / -0.049 hartree
Energy relative to the best compared isomer or geometry (same formula, charge and spin)   3.983 eV
Charge   0



Record 3
Density functional theory data (ωB97M-V with the def2-TZVPD basis set) for a molecular structure, C24H31Cl3N5OPdS2.

Cartesian coordinates (Å):
Pd -0.528 -1.708 0.087
Cl -1.363 2.025 6.392
C -1.065 0.897 5.109
C -1.897 0.879 4.009
C -1.642 -0.028 2.994
Cl -2.746 -0.043 1.640
C -0.568 -0.930 3.014
O -0.286 -1.806 2.082
C 0.242 -0.865 4.168
Cl 1.589 -1.945 4.275
C 0.007 0.021 5.200
H -2.739 1.552 3.941
H 0.657 0.031 6.062
C 2.509 -3.210 -3.237
N 1.769 -3.968 -2.236
C 2.199 -5.134 -1.629
C 1.264 -5.488 -0.733
N 0.258 -4.531 -0.793
C 0.590 -3.585 -1.725
S -0.264 -2.181 -2.205
C -0.985 -4.634 -0.112
C -1.503 -5.881 0.193
C -2.749 -5.937 0.793
C -3.445 -4.763 1.026
C -2.851 -3.565 0.687
N -1.628 -3.501 0.153
H 3.408 -3.767 -3.487
H 2.772 -2.235 -2.831
H 1.901 -3.076 -4.128
H 3.139 -5.592 -1.877
H 1.239 -6.296 -0.026
H -0.963 -6.780 -0.064
H -3.178 -6.895 1.054
H -4.428 -4.769 1.472
H -3.334 -2.616 0.871
C 3.081 5.032 -1.350
C 2.644 4.183 -0.161
C 3.161 2.746 -0.201
C 2.724 1.964 -1.436
N 1.275 1.975 -1.635
C 0.404 1.187 -1.013
S 0.957 0.041 0.152
N -0.894 1.309 -1.281
C -1.478 2.243 -2.240
C -1.488 3.722 -1.835
C -2.506 4.113 -0.766
C -2.165 3.619 0.636
H 2.763 6.067 -1.230
H 2.660 4.675 -2.294
H 4.168 5.028 -1.455
H 1.551 4.174 -0.091
H 2.993 4.646 0.763
H 2.832 2.213 0.694
H 4.255 2.745 -0.186
H 3.051 0.928 -1.367
H 3.159 2.392 -2.339
H 0.904 2.723 -2.198
H -1.504 0.797 -0.661
H -2.500 1.905 -2.409
H -0.955 2.119 -3.193
H -1.689 4.285 -2.750
H -0.496 4.038 -1.492
H -3.498 3.760 -1.064
H -2.566 5.203 -0.749
H -2.236 2.536 0.727
H -2.843 4.048 1.373
H -1.149 3.908 0.915

Computed properties:
Total energy   -3586.88117 Eh
LUMO   -0.117 hartree
Energy relative to the best compared isomer or geometry (same formula, charge and spin)   0.000 eV
Charge   +1



Record 4
Density functional theory data (ωB97M-V with the def2-TZVPD basis set) for a gas-phase ion, C3H7N2O3 (charge -1) in a non-equilibrium geometry.

Cartesian coordinates (Å):
C 1.264 -0.543 -0.663
C -0.131 -0.297 -0.149
O -0.538 -1.117 0.985
N -0.041 1.134 0.266
N 0.687 1.301 1.502
C -1.268 -0.412 -1.274
O -2.217 -1.116 -0.901
O -1.077 0.172 -2.319
H 2.021 -0.737 0.016
H 1.311 -1.417 -1.220
H 1.613 0.319 -1.316
H -1.506 -1.149 0.768
H -1.006 1.418 0.252
H 0.753 0.495 2.031
H 0.134 1.949 2.024

Computed properties:
Total energy   -453.76038 Eh
LUMO   0.152 hartree
SMILES string   C[C@@](O)(NN)C(=O)[O-]
Energy relative to the best compared isomer or geometry (same formula, charge and spin)   3.464 eV
Charge   -1